No. 1
{
  "formula": "C5H6N2",
  "method": "the ωB97M-V functional and the def2-TZVPD basis",
  "symbols": ["C", "C", "C", "C", "C", "N", "N", "H", "H", "H", "H", "H", "H"],
  "xyz": [[1.8234, 0.2474, 2.9554], [0.1645, 0.6098, 1.3878], [2.2367, -0.8803, 2.4330], [0.3564, -0.8495, -0.4744], [-0.7150, -0.1662, -1.2556], [0.7245, 0.9639, 2.4772], [0.6557, -0.4983, 0.7138], [2.3141, 0.6550, 3.7558], [-0.5883, 1.3448, 1.1977], [0.8149, -1.6208, -0.9656], [-1.6701, 0.1422, -0.7332], [-1.1264, -1.0375, -2.0388], [-0.2546, 0.5970, -1.9763]],
  "atomic_forces_ev_per_a": [[-1.37, -1.06, -2.12], [0.71, 0.45, 1.44], [0.41, -0.70, -0.51], [-2.24, 3.12, 1.91], [-1.71, -1.90, -3.51], [-0.28, 0.69, 0.09], [0.88, -0.67, -0.07], [1.26, 0.80, 2.09], [-0.94, -0.30, -1.38], [1.56, -2.05, -0.69], [1.59, 0.10, -0.34], [0.99, 2.24, 1.85], [-0.86, -0.72, 1.23]],
  "lowdin_charge": [-0.335, -0.245, 0.165, -0.158, -0.092, 0.042, 0.058, 0.049, 0.112, 0.088, 0.086, 0.128, 0.102],
  "homo_lumo_gap_ev": 8.79,
  "total_charge": 0,
  "lumo_energy_ev": -0.354,
  "homo_energy_ev": -9.14
}



No. 2
{
  "formula": "C9H18N2O3",
  "method": "the ωB97M-V functional and the def2-TZVPD basis",
  "symbols": ["C", "C", "O", "C", "O", "N", "C", "C", "O", "N", "C", "C", "C", "C", "H", "H", "H", "H", "H", "H", "H", "H", "H", "H", "H", "H", "H", "H", "H", "H", "H", "H"],
  "xyz": [[-0.7803, 3.6491, -0.0060], [-0.7648, 2.5417, 0.9953], [-0.2888, 1.4170, 0.2876], [-0.5695, 0.1282, 0.7495], [-1.7476, -0.0530, 1.4200], [0.4771, -0.4380, 1.5653], [0.8853, -0.0068, 2.8559], [1.0655, -1.5700, 1.1550], [1.9190, -2.2620, 1.6076], [0.5210, -1.8987, -0.1083], [1.1429, -3.0579, -0.8439], [-0.4083, -0.8772, -0.7110], [-1.7487, -1.4084, -1.1526], [0.3585, -0.1595, -1.8148], [-1.7211, 3.6071, -0.6389], [-0.7122, 4.6971, 0.4487], [0.0473, 3.5679, -0.6648], [-1.6711, 2.4421, 1.5592], [-0.0139, 2.7562, 1.7285], [-2.5194, -0.1659, 0.7704], [0.0613, 0.4810, 3.4032], [1.1568, -0.7990, 3.4521], [1.6211, 0.8018, 2.8046], [0.4469, -3.6875, -1.2231], [1.9574, -2.8317, -1.6096], [1.7196, -3.6141, -0.1580], [-1.5921, -1.8543, -2.1102], [-2.5787, -0.7677, -0.9515], [-2.0189, -2.3588, -0.5835], [-0.1812, 0.6228, -2.3188], [0.7094, -0.8893, -2.5006], [1.2882, 0.4014, -1.5641]],
  "atomic_forces_ev_per_a": [[-2.04, 2.07, -0.16], [1.26, 0.64, 0.28], [-1.09, -1.04, 0.17], [1.59, -2.24, -2.83], [-2.27, 0.16, -1.16], [0.16, 0.51, 0.76], [-1.57, 3.63, 0.14], [-1.89, -0.62, -4.77], [1.59, -0.43, 2.26], [-0.25, -0.76, -0.96], [2.14, 3.42, 0.51], [1.93, 0.89, 3.46], [0.76, -2.81, 1.82], [0.67, 1.29, 0.54], [1.04, 0.11, 0.66], [-0.28, -1.50, -0.38], [0.83, -0.19, -0.58], [-0.79, -0.55, -0.17], [0.57, 0.34, 0.75], [1.75, 0.39, 1.38], [-0.15, -0.27, -0.33], [1.10, -1.80, 1.08], [0.46, -0.42, 0.03], [-2.35, -1.71, -1.44], [-1.34, 0.41, 0.51], [0.30, -0.52, 1.25], [-0.67, 0.52, -1.26], [-0.54, 0.77, -0.93], [0.52, 1.20, -0.09], [-0.81, -0.02, -0.39], [-0.04, -0.78, -0.96], [-0.59, -0.69, 0.80]],
  "lowdin_charge": [-0.075, -0.266, -0.056, -0.420, 0.065, 0.008, -0.021, -0.519, 0.099, -0.014, -0.017, -0.321, -0.024, -0.035, 0.096, 0.102, 0.059, 0.116, 0.107, 0.137, 0.102, 0.065, 0.100, 0.038, 0.109, 0.059, 0.078, 0.065, 0.118, 0.077, 0.061, 0.105],
  "smiles": "CCO[C@]1(O)N(C)C(=O)N(C)C1(C)C",
  "homo_lumo_gap_ev": 9.13,
  "total_charge": 0,
  "lumo_energy_ev": 0.544,
  "homo_energy_ev": -8.59
}



No. 3
{
  "formula": "C2H10N3",
  "method": "the ωB97M-V functional and the def2-TZVPD basis",
  "symbols": ["C", "C", "N", "N", "N", "H", "H", "H", "H", "H", "H", "H", "H", "H", "H"],
  "xyz": [[-1.6482, 1.5359, 0.7556], [1.3452, -1.8101, -0.7660], [0.5801, -2.8250, -0.4200], [0.5783, 0.3781, 0.7113], [-0.1465, 1.5960, 0.5149], [-2.1743, 2.3826, 0.3437], [-2.0843, 0.4887, 0.5719], [-1.8280, 1.5683, 1.8197], [2.3735, -1.6765, -0.3222], [0.9713, -0.9819, -1.2434], [0.8438, -3.5428, 0.2037], [-0.3481, -2.8401, -0.9577], [0.1860, -0.1398, 1.4844], [0.1450, 1.6859, -0.3947], [0.2780, 2.4789, 1.1427]],
  "atomic_forces_ev_per_a": [[-0.01, -1.63, 0.51], [1.03, -2.16, 3.85], [-0.92, 3.09, -3.50], [0.69, -0.99, -0.21], [-0.20, 0.76, 4.66], [-0.09, -0.02, -0.59], [0.94, 1.71, -0.81], [0.49, 0.43, 0.52], [-1.23, -0.51, -0.53], [-1.02, 1.38, -1.79], [0.36, -0.93, 0.57], [1.62, -0.45, 1.64], [-0.35, 0.35, 0.50], [0.00, 1.52, -2.85], [-1.31, -2.55, -1.98]],
  "lowdin_charge": [-0.034, 0.112, 0.165, -0.127, -0.187, 0.081, 0.113, 0.076, 0.139, 0.039, 0.122, 0.187, -0.014, 0.094, 0.235],
  "homo_lumo_gap_ev": 6.83,
  "total_charge": 1,
  "lumo_energy_ev": -4.659,
  "homo_energy_ev": -11.49
}



No. 4
{
  "formula": "C4H9NO2",
  "method": "the ωB97M-V functional and the def2-TZVPD basis",
  "symbols": ["C", "C", "N", "C", "O", "O", "C", "H", "H", "H", "H", "H", "H", "H", "H", "H"],
  "xyz": [[-2.4397, 0.8797, 0.8839], [-1.9522, -0.5171, 0.6574], [-0.5744, -0.2971, -0.7940], [0.7157, -0.6198, -0.4370], [1.0285, -1.5426, 0.2780], [1.5809, 0.2572, -0.9812], [2.9478, 0.0224, -0.6388], [-3.0152, 1.2785, 0.0409], [-3.1540, 0.7754, 1.7169], [-1.6889, 1.6196, 1.1979], [-1.1918, -0.7884, 1.4041], [-1.4073, -0.9868, -0.6456], [-0.7240, 0.5165, -1.3740], [3.5120, 0.8175, -1.1266], [3.0828, 0.0634, 0.4449], [3.2736, -0.9561, -1.0003]],
  "atomic_forces_ev_per_a": [[0.00, 0.07, -0.09], [0.02, 0.21, 0.24], [0.03, -0.02, 0.01], [-0.07, -0.23, 0.21], [-0.11, 0.35, -0.31], [-0.12, -0.05, 0.02], [0.28, -0.01, 0.04], [0.07, -0.08, 0.13], [0.09, -0.04, -0.09], [-0.09, -0.15, -0.03], [-0.11, 0.03, -0.12], [0.10, 0.01, -0.08], [0.05, -0.11, 0.10], [-0.07, -0.12, 0.08], [-0.01, 0.00, -0.15], [-0.06, 0.14, 0.04]],
  "lowdin_charge": [-0.211, -0.035, 0.106, -0.607, 0.100, -0.038, -0.050, 0.061, 0.082, 0.068, 0.037, 0.070, 0.130, 0.093, 0.097, 0.097],
  "homo_lumo_gap_ev": 9.28,
  "total_charge": 0,
  "lumo_energy_ev": 0.790,
  "homo_energy_ev": -8.49
}



No. 5
{
  "formula": "C5H14",
  "method": "the ωB97M-V functional and the def2-TZVPD basis",
  "symbols": ["C", "C", "C", "H", "H", "H", "H", "H", "H", "H", "H", "C", "C", "H", "H", "H", "H", "H", "H"],
  "xyz": [[-1.1119, 1.2984, 0.8376], [-2.4383, 0.7432, 0.3349], [-2.1644, -0.2591, -0.8415], [-0.5758, 1.6711, -0.0468], [-0.4073, 0.7403, 1.4511], [-1.2362, 2.0239, 1.6465], [-2.8498, 0.2798, 1.2332], [-3.2273, 1.4385, 0.0186], [-1.3213, -0.9268, -0.6800], [-3.0076, -0.9279, -1.0541], [-1.9023, 0.4004, -1.7046], [2.1504, -0.4971, -0.4865], [3.3093, -1.1868, 0.1483], [1.4689, 0.3316, -0.1384], [2.3930, -0.0994, -1.5005], [1.3115, -1.1860, -0.6092], [3.5746, -2.1786, -0.2190], [3.1728, -1.4074, 1.2331], [4.2107, -0.5406, 0.1693]],
  "atomic_forces_ev_per_a": [[0.16, 1.54, -0.11], [0.46, -2.01, 0.61], [-0.31, 0.98, 0.17], [0.22, 0.46, 0.61], [-0.24, -1.61, -0.73], [-0.48, 1.04, -0.75], [-0.44, -0.59, -0.27], [0.75, 0.38, 0.05], [0.22, 0.16, 0.34], [-0.02, 0.50, -0.20], [-0.34, -0.83, 0.29], [-2.42, 0.69, -2.07], [1.23, 0.66, 2.58], [1.80, -0.28, 1.09], [0.02, -0.64, 0.48], [0.24, -0.60, -0.49], [-0.20, 0.30, -0.73], [-0.33, 0.31, -0.53], [-0.32, -0.45, -0.33]],
  "lowdin_charge": [-0.154, -0.304, -0.115, 0.068, 0.064, 0.065, 0.088, 0.100, 0.048, 0.062, 0.079, -0.197, -0.187, 0.056, 0.074, 0.048, 0.064, 0.070, 0.069],
  "smiles": "CCC.CC",
  "homo_lumo_gap_ev": 12.05,
  "total_charge": 0,
  "lumo_energy_ev": 1.102,
  "homo_energy_ev": -10.94
}



No. 6
{
  "formula": "C29H65ClN3O9PS",
  "method": "the ωB97M-V functional and the def2-TZVPD basis",
  "symbols": ["O", "C", "C", "N", "C", "N", "C", "C", "C", "C", "S", "C", "C", "O", "O", "P", "O", "Cl", "N", "H", "H", "H", "H", "H", "H", "H", "H", "H", "H", "H", "H", "H", "H", "H", "C", "C", "O", "C", "C", "H", "H", "H", "H", "H", "H", "H", "H", "H", "H", "C", "C", "O", "C", "C", "H", "H", "H", "H", "H", "H", "H", "H", "H", "H", "C", "C", "O", "C", "C", "H", "H", "H", "H", "H", "H", "H", "H", "H", "H", "C", "C", "O", "C", "C", "H", "H", "H", "H", "H", "H", "H", "H", "H", "H", "C", "C", "O", "C", "C", "H", "H", "H", "H", "H", "H", "H", "H", "H", "H"],
  "xyz": [[-4.1171, 0.8611, 0.6816], [-3.9280, 0.8985, 1.8487], [-3.2664, -0.2711, 2.5604], [-2.8433, 0.1015, 3.9052], [-1.6098, 0.4116, 4.1616], [-0.6366, 0.4703, 3.1494], [-0.0378, 1.7942, 3.4920], [1.2652, 2.1272, 2.7973], [1.0652, 3.1882, 1.7151], [-0.1014, 2.8379, 0.7916], [-1.5847, 3.8795, 1.0493], [-0.1776, 1.8780, 5.0395], [-0.8116, 3.2389, 5.3070], [-2.0326, 3.2265, 5.5480], [0.0080, 4.1821, 5.1519], [1.4100, 1.7904, 6.0488], [1.3674, 0.1714, 6.3540], [0.8839, 2.6139, 7.8621], [-1.1107, 0.7513, 5.3611], [-4.1896, 1.7822, 2.4467], [-3.9408, -1.1180, 2.5919], [-2.3946, -0.5484, 1.9811], [-3.4938, 0.1181, 4.6756], [0.0383, -0.2626, 3.3791], [-0.7882, 2.4989, 3.1483], [2.0177, 2.4546, 3.5033], [1.6403, 1.2197, 2.3211], [0.9413, 4.1464, 2.2047], [1.9762, 3.2152, 1.1258], [-0.4233, 1.8209, 0.9821], [0.1331, 2.9234, -0.2613], [-1.3762, 4.4430, 2.2463], [0.9798, -0.2683, 5.5881], [-1.8524, 1.1959, 5.9258], [-2.7171, -1.7276, -1.0772], [-1.5169, -0.9038, -0.6399], [-0.6890, -1.5414, 0.3220], [-0.0879, -2.7641, -0.0652], [0.8218, -2.6493, -1.2750], [-3.2999, -2.0403, -0.2092], [-3.3563, -1.1386, -1.7335], [-2.4184, -2.6272, -1.6182], [-1.8661, 0.0069, -0.1523], [-0.9240, -0.5859, -1.5045], [-0.8537, -3.5314, -0.2282], [0.4992, -3.0866, 0.7960], [0.2690, -2.3838, -2.1772], [1.3207, -3.6008, -1.4580], [1.5777, -1.8800, -1.1118], [-2.6302, 3.3107, -3.3481], [-1.3293, 4.0859, -3.2248], [-0.1708, 3.2694, -3.2523], [0.0229, 2.5087, -4.4303], [0.1630, 3.3430, -5.6915], [-2.6844, 2.5326, -2.5846], [-3.4797, 3.9821, -3.2243], [-2.7275, 2.8277, -4.3221], [-1.3057, 4.5915, -2.2590], [-1.2689, 4.8678, -3.9899], [-0.7802, 1.7705, -4.5453], [0.9424, 1.9468, -4.2639], [-0.7571, 3.8819, -5.9245], [0.3995, 2.7079, -6.5452], [0.9562, 4.0820, -5.5748], [2.9469, -4.4130, 3.2194], [2.5206, -2.9659, 3.3926], [2.1466, -2.6288, 4.7166], [3.1527, -2.7776, 5.7105], [4.3757, -1.9103, 5.4739], [2.1690, -5.0862, 3.5834], [3.1313, -4.6260, 2.1662], [3.8624, -4.6356, 3.7685], [1.6337, -2.7779, 2.7840], [3.3003, -2.2870, 3.0292], [3.4357, -3.8307, 5.8143], [2.6836, -2.4830, 6.6482], [4.9148, -2.2004, 4.5702], [5.0645, -1.9985, 6.3135], [4.0841, -0.8646, 5.3674], [0.9715, -8.1108, 3.5123], [1.6590, -6.8892, 2.9273], [0.8125, -6.0733, 2.1380], [-0.3082, -5.5201, 2.7991], [0.0520, -4.6117, 3.9643], [0.4994, -8.6972, 2.7234], [1.6981, -8.7378, 4.0289], [0.1980, -7.8390, 4.2321], [2.4566, -7.2082, 2.2569], [2.1329, -6.2970, 3.7190], [-0.9957, -6.3095, 3.1237], [-0.8345, -4.9372, 2.0424], [0.5329, -5.1586, 4.7763], [-0.8465, -4.1436, 4.3678], [0.7409, -3.8297, 3.6397], [-1.8748, 4.1851, -9.5486], [-0.5760, 4.9650, -9.4298], [0.5829, 4.1534, -9.4524], [0.7801, 3.3851, -10.6239], [0.9191, 4.2128, -11.8906], [-1.9281, 3.4144, -8.7783], [-2.7270, 4.8554, -9.4352], [-1.9681, 3.6918, -10.5172], [-0.5568, 5.4797, -8.4691], [-0.5164, 5.7395, -10.2027], [-0.0185, 2.6424, -10.7354], [1.7025, 2.8305, -10.4518], [-0.0017, 4.7447, -12.1337], [1.1620, 3.5677, -12.7350], [1.7103, 4.9544, -11.7760]],
  "atomic_forces_ev_per_a": [[-0.37, -0.09, -1.38], [0.26, -0.02, 0.83], [-0.19, 0.34, 0.10], [0.05, -0.53, -0.16], [0.92, -0.49, 0.39], [0.05, -0.01, -0.04], [-0.32, 0.18, 0.42], [0.01, -0.37, -0.29], [0.33, -0.45, -0.05], [-0.41, 0.34, 0.60], [-0.53, 0.10, -0.50], [1.25, -0.33, 0.83], [0.24, 1.37, -0.05], [-0.07, -0.16, 0.11], [-0.79, -1.03, 0.01], [0.61, 0.34, -0.65], [0.20, 0.09, 0.19], [-0.36, -0.43, -0.02], [-1.44, 1.39, -0.62], [-0.01, 0.15, 0.27], [-0.20, -0.15, 0.09], [0.19, -0.15, -0.05], [-0.18, 0.07, -0.04], [0.03, -0.10, -0.44], [-0.12, 0.11, -0.19], [0.09, 0.10, 0.19], [0.11, -0.17, 0.01], [-0.08, 0.28, -0.08], [0.20, 0.24, -0.07], [0.06, -0.29, -0.13], [0.12, 0.13, -0.19], [0.38, -0.15, 0.10], [-0.08, -0.42, 0.25], [0.21, -0.15, 0.42], [0.19, -0.15, 0.05], [-0.06, 0.10, -0.12], [-0.03, 0.08, 0.30], [0.02, -0.13, -0.10], [-0.08, 0.13, -0.06], [-0.05, 0.04, -0.01], [-0.01, 0.05, 0.04], [0.01, 0.02, -0.04], [0.03, 0.02, -0.01], [-0.01, -0.06, -0.02], [0.00, 0.00, -0.06], [-0.04, 0.03, 0.05], [-0.01, -0.05, -0.01], [0.01, -0.02, 0.03], [0.03, -0.02, 0.03], [0.07, -0.13, -0.11], [-0.14, 0.07, 0.07], [0.09, -0.01, 0.16], [0.00, -0.08, -0.12], [-0.10, 0.12, 0.05], [-0.02, 0.04, 0.05], [0.00, 0.01, 0.04], [-0.03, 0.05, -0.02], [0.09, -0.02, 0.02], [-0.01, -0.04, -0.05], [-0.02, 0.03, -0.03], [0.01, 0.02, 0.08], [-0.02, -0.05, -0.04], [0.03, 0.00, -0.01], [0.04, -0.03, -0.02], [0.32, 0.76, 0.28], [0.82, 0.23, -0.28], [-0.10, 0.29, 0.13], [0.15, 0.07, 0.12], [-0.02, 0.00, -0.21], [1.01, 2.01, -0.33], [-0.08, -0.03, -0.01], [0.12, 0.07, 0.01], [0.20, 0.22, -0.10], [-0.01, 0.04, 0.01], [0.01, -0.01, -0.08], [-0.13, 0.03, -0.06], [0.03, -0.05, 0.04], [-0.01, 0.01, 0.04], [-0.01, 0.01, 0.08], [-0.19, 0.02, -0.12], [-0.40, -1.13, 0.15], [0.16, -0.03, -0.15], [-0.32, 0.07, 0.23], [-0.24, 0.07, -0.15], [0.01, -0.06, 0.00], [0.03, 0.00, -0.01], [0.04, 0.01, 0.04], [0.04, 0.07, -0.05], [-0.38, -1.75, -0.04], [0.03, -0.03, -0.01], [0.04, -0.04, -0.09], [-0.09, 0.01, 0.11], [-0.08, -0.05, 0.02], [-1.12, -0.56, 0.37], [0.05, -0.10, -0.10], [-0.14, 0.04, 0.00], [0.10, 0.00, 0.17], [0.01, -0.06, -0.12], [-0.08, 0.11, 0.05], [-0.01, 0.03, 0.04], [0.00, 0.02, 0.03], [-0.03, 0.05, -0.02], [0.12, -0.03, 0.03], [-0.04, -0.02, -0.03], [-0.02, 0.03, -0.03], [0.01, 0.01, 0.07], [-0.02, -0.04, -0.04], [0.02, -0.02, 0.00], [0.04, -0.02, -0.01]],
  "lowdin_charge": [0.077, -0.243, -0.083, 0.163, -0.322, 0.138, -0.274, -0.149, -0.230, -0.512, 0.718, -0.461, -0.774, -0.011, -0.038, 0.639, -0.370, 0.270, 0.152, 0.130, 0.138, 0.100, 0.178, 0.145, 0.093, 0.085, 0.121, 0.103, 0.110, 0.037, 0.057, -0.140, 0.017, 0.150, -0.066, -0.277, -0.180, -0.278, -0.067, 0.074, 0.082, 0.070, 0.089, 0.114, 0.110, 0.099, 0.069, 0.080, 0.083, -0.073, -0.278, -0.170, -0.284, -0.077, 0.075, 0.079, 0.065, 0.105, 0.108, 0.106, 0.117, 0.062, 0.077, 0.086, -0.078, -0.282, -0.184, -0.264, -0.070, -0.005, 0.105, 0.093, 0.095, 0.118, 0.112, 0.117, 0.068, 0.081, 0.075, -0.065, -0.303, -0.157, -0.250, -0.068, 0.082, 0.079, 0.068, 0.133, 0.070, 0.111, 0.107, 0.092, 0.089, 0.022, -0.079, -0.283, -0.167, -0.284, -0.080, 0.076, 0.077, 0.066, 0.114, 0.108, 0.107, 0.118, 0.066, 0.076, 0.082],
  "homo_lumo_gap_ev": 8.24,
  "total_charge": 0,
  "lumo_energy_ev": -0.044,
  "homo_energy_ev": -8.29
}